(1)
69
Properties=species:S:1:pos:R:3:forces:R:3 method="wB97M-V/def2-TZVPD" largest_force_ev_per_a=0.81 s2=0.770 multiplicity=2 e_above_lowest_kcal_mol=0.0 homo_ev="-16.375 / -16.375" mol_weight_g_mol=931.4 lumo_ev="-9.38 / -12.90" energy_ha=-2290.5952 orbital_gap_ev="6.99 / 3.48" total_charge=+3
H -1.233 -4.459 -3.176 0.0120 -0.0252 0.0343
C 0.164 -2.168 4.324 -0.0328 0.0202 -0.0521
H 0.177 -4.670 4.145 -0.0433 0.0145 -0.0112
H -2.722 -3.698 -2.640 0.0012 0.0111 -0.0035
H -4.497 0.852 -2.487 0.0332 -0.0082 -0.0031
H 1.946 -0.184 0.458 -0.0437 0.1270 0.0699
H 3.990 4.579 -3.561 0.0422 -0.0085 0.0097
O -1.604 -1.865 -1.059 -0.1858 0.1085 -0.1265
C 1.386 -3.721 -0.627 -0.0374 0.0645 0.0535
C 1.078 3.267 -2.438 0.1225 0.1297 -0.1523
C -1.420 -4.152 -0.382 0.0328 0.0105 0.0371
O 0.634 -1.470 -1.037 0.2898 0.0151 -0.2123
H -0.678 -0.939 5.846 -0.0080 0.0742 0.0142
N -1.258 3.255 0.180 0.0144 0.0586 0.3885
C -0.565 2.257 2.222 0.3055 -0.5211 -0.2738
C 3.050 2.155 -1.459 0.3220 0.3463 -0.2831
N -0.531 1.076 1.685 -0.1030 0.5433 0.5470
C -1.587 5.743 1.411 0.0256 -0.0945 -0.0217
H 4.148 0.730 -0.267 0.0102 0.0063 0.0344
H 1.058 -3.675 0.411 0.0035 -0.0090 -0.0474
H -3.747 -0.794 -2.333 0.0636 0.0058 0.0599
C 0.488 -2.268 2.981 -0.0548 -0.1165 -0.0021
C 3.340 3.926 -2.993 0.0772 0.0367 -0.0578
C 1.945 4.066 -3.133 -0.2513 -0.0371 0.0592
H 2.422 -3.388 -0.682 0.0222 -0.0071 -0.0074
H 1.068 -3.841 -3.384 0.0045 -0.0132 0.0043
H -1.203 0.911 4.347 -0.0284 0.1114 -0.0495
H 1.358 -4.763 -0.942 -0.0022 -0.0159 -0.0353
H 0.489 -1.308 1.071 -0.0099 -0.1285 0.1941
O 0.539 -4.496 5.021 -0.0077 -0.2879 -0.1800
C 3.920 2.951 -2.142 -0.0201 -0.1896 0.1442
H -0.962 -5.124 -0.554 -0.0092 -0.0152 -0.0348
C -1.022 -3.154 -1.456 -0.0347 -0.1470 -0.0169
I -1.819 1.001 -2.821 -0.1820 0.0938 -0.5950
C -0.964 3.442 1.491 -0.1003 0.0971 -0.3475
H -1.137 -3.804 0.612 0.0215 0.0150 0.0072
H 0.970 -3.160 2.599 -0.0163 0.0060 -0.0018
C -3.677 0.262 -2.092 -0.1662 -0.0524 -0.0060
C 1.639 2.281 -1.572 -0.1054 -0.4164 0.2483
H 0.012 3.377 -2.559 -0.0574 -0.0317 0.0960
C 2.078 0.661 -0.199 0.2339 -0.4305 0.0932
H -1.517 -2.757 -3.536 -0.0011 -0.0040 -0.0081
C 0.529 -2.854 -1.533 0.0748 -0.0972 -0.0326
C -1.904 5.549 0.079 -0.0203 0.1744 -0.0462
I -3.525 0.506 0.017 0.1477 -0.0165 -0.0334
C -0.423 -0.995 4.797 0.0185 -0.2016 -0.0765
H 1.559 4.819 -3.806 0.0237 0.0247 -0.0166
C -1.723 4.297 -0.498 0.0600 -0.0557 0.0119
C -1.102 4.661 2.140 -0.0150 -0.0867 -0.2306
C -1.654 -3.535 -2.785 0.0017 0.0389 0.0176
H -0.851 4.764 3.187 0.0055 -0.0473 0.0232
C 0.231 -1.214 2.116 0.1342 0.2165 -0.0149
H -0.292 2.388 3.260 -0.0421 -0.0792 0.1250
H -2.291 6.357 -0.525 -0.0249 0.0176 0.0123
H 4.993 2.846 -2.053 0.0221 0.0641 -0.0315
Ir -0.932 1.014 -0.374 -0.1648 0.1641 0.5416
H -1.719 6.707 1.881 -0.0111 0.0217 -0.0137
H -1.971 4.137 -1.541 -0.0470 -0.0381 -0.0023
N 3.258 1.113 -0.561 -0.2058 -0.1013 0.0110
C 1.110 -2.850 -2.937 -0.0659 0.0485 0.0097
O 0.773 -2.839 6.466 -0.0888 -0.2400 -0.1264
H -2.500 -4.286 -0.394 -0.0183 0.0190 -0.0001
C 0.500 -3.213 5.362 0.2309 0.6190 0.4752
H 2.156 -2.550 -2.889 0.0257 -0.0115 -0.0019
C -0.321 -0.032 2.591 -0.0443 -0.3256 0.0308
N 1.057 1.340 -0.787 0.1001 0.7666 -0.1941
C -0.682 0.056 3.943 -0.0859 0.0532 -0.1525
H 0.585 -2.156 -3.593 -0.0141 0.0041 -0.0022
B -0.618 -0.962 -0.836 -0.1330 -0.2679 0.1515

=====

(2)
89
Properties=species:S:1:pos:R:3:forces:R:3 method="wB97M-V/def2-TZVPD" largest_force_ev_per_a=2.54 smiles="CCC[C@H]1OC(=O)O[C@@H]1Br.O=C1OC[C@@H](F)O1.O=C1OC[C@@H](F)O1.O=C1OC[C@@H](F)O1.O=C1OC[C@@H](F)O1.O=C1OC[C@@H](F)O1.O=C1OC[C@@H](F)O1.O=C1OC[C@@H](F)O1" multiplicity=1 homo_ev=-11.087 mol_weight_g_mol=951.4 lumo_ev=0.11 energy_ha=-6125.7704 orbital_gap_ev=11.20 total_charge=0
O -1.564 9.018 3.643 -0.0887 0.1709 -0.0891
C -4.863 0.728 -5.548 0.1425 0.1682 0.0222
H -4.935 3.679 -6.598 -0.0904 -0.0464 0.1820
C 0.436 -0.611 0.412 0.6705 0.4498 -0.0761
O 0.113 0.824 3.470 -0.7765 1.3032 -0.0083
C 1.193 -0.412 1.736 -0.4625 -0.0051 -0.3746
H -6.226 -2.795 -6.372 -0.0432 -0.0174 0.1226
C -2.627 -1.904 -1.589 0.0384 -0.1030 -0.0091
H 4.480 -3.385 -2.277 0.1040 0.0877 -0.0229
H 5.484 -2.002 0.278 0.1489 -0.0401 -0.0064
F -4.423 1.702 -8.735 -0.0111 -0.0564 0.0708
C 7.978 1.383 -0.405 0.2513 0.0285 0.0393
C 0.854 7.095 4.997 0.1664 0.1198 -0.2390
F 6.605 -2.498 -1.299 -0.0462 0.0787 0.0093
H 0.893 1.458 -0.212 0.0830 0.3374 0.1304
H 0.410 -1.917 5.301 0.0089 -0.0916 -0.1157
C -0.652 -2.082 5.490 -0.0556 0.2932 0.1077
H 6.628 2.672 0.729 -0.1257 -0.1520 0.0774
F -3.314 -2.869 1.558 0.0403 0.0762 -0.0423
H -1.171 -1.127 5.482 -0.0743 -0.0427 0.1837
H 3.236 0.799 3.025 0.4368 -0.2190 0.1197
O -1.074 6.827 3.798 0.1814 -0.0025 0.0928
H -3.395 2.803 -6.732 0.0047 -0.0922 -0.1064
C -0.912 -4.080 6.509 0.1199 0.0985 -0.0412
H -6.143 1.870 -7.737 0.0126 -0.0056 -0.1163
C 2.352 1.376 3.190 -1.1189 0.7975 -0.0725
C -1.239 -3.085 4.524 0.2631 -0.1431 -0.0442
H 0.598 7.044 6.056 0.1265 -0.0163 0.0347
H 2.229 -0.701 1.626 0.4268 0.2017 -0.1749
C 0.247 0.633 -0.467 -0.1937 -0.7718 -0.1284
C -4.469 2.699 -6.573 -0.0160 0.2195 0.1064
O 3.104 0.200 -1.685 -0.0829 0.1389 -0.0577
F 8.991 2.097 -0.952 -0.0103 -0.0865 0.0516
O -4.890 0.479 -6.890 -0.2863 0.1142 0.0572
H 0.492 0.367 -1.480 0.0769 0.0020 -0.4287
H -4.088 -2.908 -4.174 -0.0455 0.1336 0.0750
Br 2.737 3.269 2.733 0.3882 -0.2428 -0.1755
O -4.743 -4.232 -6.571 -0.0630 0.1472 0.1135
C 0.121 6.104 4.125 -0.1644 -0.2821 0.0062
H -4.276 -1.408 0.587 0.0067 -0.0196 0.1277
O -0.021 2.528 5.026 1.1755 -2.0790 -0.8499
O -0.964 -4.317 5.163 -0.2880 0.1482 0.0474
C -3.628 -2.262 0.384 0.2772 -0.1854 0.0610
H 7.211 1.213 -1.161 0.0609 0.0362 -0.0722
C 4.279 -2.974 -1.288 -0.2236 -0.0930 0.0689
O -4.732 -6.315 -5.718 -0.0166 -0.2076 -0.0144
O -0.951 -4.914 7.342 0.0398 -0.1675 0.1180
H -3.753 -4.237 -0.499 0.0941 0.0451 0.1120
H -2.314 -2.991 4.368 0.0199 0.0152 -0.1500
H -4.573 -2.157 -6.457 0.1668 -0.0995 -0.0892
C 0.578 1.671 4.419 -0.8643 0.8141 0.9588
C -5.065 -3.151 -4.582 -0.3717 -0.0187 0.0243
O -3.705 -2.675 -1.860 0.0336 -0.0238 0.2620
F -6.022 -2.488 -3.890 -0.0206 -0.2070 0.0543
O 8.476 0.130 0.043 -0.3184 0.0640 -0.0877
C -5.189 -2.960 -6.074 0.0449 0.0327 -0.1842
C 1.073 0.944 2.390 0.9296 -0.9248 0.8796
F 2.201 6.995 4.864 -0.0663 0.0595 -0.0171
H 0.782 1.774 1.773 -0.3055 0.0072 -0.4274
C 3.724 -0.789 -1.498 0.0926 -0.1547 -0.0843
H -0.114 5.173 4.632 -0.1875 0.0190 0.0102
O 7.082 0.847 1.631 0.0381 0.1224 -0.1605
O 0.424 8.339 4.472 -0.1671 -0.1290 0.2571
H 1.007 -1.325 -0.160 0.1677 -0.3790 -0.1597
C 7.472 2.004 0.877 -0.1824 0.1455 0.0781
C -5.079 1.721 -7.551 0.2523 -0.1264 -0.0694
C -0.819 8.150 3.936 0.0875 -0.1145 -0.0931
H 4.039 -3.782 -0.602 -0.1771 0.1121 0.0580
C -4.908 -5.153 -5.592 -0.1180 0.1020 -0.0252
O -0.819 -2.747 6.747 -0.0225 -0.0021 -0.2213
C 5.410 -2.098 -0.807 0.2954 -0.0770 -0.2310
C 7.769 -0.216 1.150 0.0820 0.0411 0.0330
O -5.301 -4.548 -4.435 0.3677 0.0560 -0.0513
H -5.259 -3.304 -0.626 -0.0006 0.1080 -0.1886
O 1.931 1.377 4.525 0.1122 0.6508 0.1476
H 0.780 -1.110 2.449 0.0276 -0.3013 0.3294
O 3.198 -2.030 -1.364 0.1520 -0.0420 0.0078
O 7.740 -1.302 1.621 -0.0392 -0.1747 0.0713
H 8.265 2.532 1.406 0.0977 -0.0347 -0.0909
O -4.970 -0.098 -4.708 0.1059 -0.1121 -0.0121
O -1.950 -1.382 -2.403 0.1875 0.0437 -0.1250
O -4.707 2.050 -5.318 -0.0255 0.0303 -0.1801
H -0.797 0.909 -0.483 -0.2308 0.5147 0.1770
O 5.081 -0.836 -1.370 -0.0731 -0.0187 0.3417
H -0.508 -1.082 0.598 -0.4105 -0.0515 0.1866
O -2.436 -1.809 -0.239 -0.5786 0.0816 -0.0962
C -4.175 -3.240 -0.631 -0.2760 -0.0967 -0.1040
H 0.676 5.886 3.212 0.1165 0.0958 0.0375
F -0.615 -3.057 3.317 -0.0033 -0.0549 0.0619

=====

(3)
68
Properties=species:S:1:pos:R:3:forces:R:3 method="wB97M-V/def2-TZVPD" largest_force_ev_per_a=2.56 s2=6.016 multiplicity=5 e_above_lowest_kcal_mol=29.5 homo_ev="-7.368 / -7.650" mol_weight_g_mol=794.8 lumo_ev="0.13 / -1.86" energy_ha=-4966.2823 orbital_gap_ev="7.50 / 5.79" total_charge=0
C 3.568 -0.177 0.562 0.5353 -0.2617 -0.0831
C -3.172 0.097 -5.692 0.0999 -0.0091 0.1040
C 5.612 -0.529 -0.649 0.0883 0.0050 0.0484
C -4.749 0.028 -3.872 -0.3846 -0.3636 0.1221
H -5.674 0.538 -4.152 0.0719 0.0268 0.0546
H -2.635 -1.991 2.588 -0.1120 -0.0683 0.0466
N -3.699 1.007 -3.537 -0.0963 0.4666 -0.0525
H 3.343 -1.360 2.341 -0.1090 0.0069 0.0855
H 5.512 -2.475 2.100 0.0196 -0.0897 0.1039
C 3.977 -1.123 1.498 -0.1733 0.1352 -0.0856
C -1.201 -5.102 -0.025 -0.0708 -0.0762 0.0028
H 6.250 -0.298 -1.487 0.0537 0.0473 -0.1385
H -2.421 0.561 -2.260 0.0429 -0.0648 -0.0541
H 1.272 1.441 3.542 -0.0527 -0.0621 -0.0115
H -1.708 -6.022 0.225 -0.0530 -0.0532 0.0180
C -0.403 -5.029 -1.172 -0.1273 -0.0373 0.1855
C -1.180 2.446 4.122 -0.2214 -0.0002 -0.5359
H -2.017 -4.081 1.622 0.0095 0.0684 0.1286
N -0.641 -0.421 1.003 0.2797 -0.4526 -1.3719
H -2.402 -0.446 -6.231 0.0146 0.0028 -0.0783
H 1.339 6.319 4.248 0.0154 0.0855 0.0356
C 0.120 -2.702 -0.678 -1.2891 -1.8243 0.9096
Br 1.567 1.894 -2.416 0.0518 0.1961 -0.2381
C -1.355 -3.998 0.774 0.0383 -0.0664 -0.0874
H 6.981 -1.952 0.191 0.0487 -0.0099 -0.0050
H 3.353 2.714 3.164 0.1089 -0.0634 0.0142
N 2.334 0.495 0.715 -0.6235 0.2847 -0.1595
H -4.966 -0.592 -2.996 -0.0387 0.0331 -0.1481
H -0.745 5.046 4.597 -0.0735 0.0911 0.0041
C -4.219 -0.813 -5.048 0.0583 0.1642 0.0631
H -1.153 -2.789 3.165 -0.0819 -0.0807 -0.0475
H -1.840 2.810 4.907 0.0261 -0.0385 0.0605
H 0.826 -3.763 -2.387 0.1016 -0.0372 -0.0575
O 0.811 -1.686 -0.994 0.6381 2.4060 -0.6107
C -0.917 -1.651 1.361 -0.2787 0.8056 0.4555
H -2.129 1.789 -4.738 -0.0954 -0.0929 0.0394
C -2.595 0.831 -4.483 0.1864 -0.1026 -0.1902
S -1.285 2.234 -0.202 0.3639 -0.1854 -0.4716
H -1.376 -1.032 3.347 -0.0581 -0.1537 -0.0284
C 2.477 4.597 3.681 0.1318 -0.0798 -0.0428
C 0.127 3.165 4.079 0.0913 0.0957 0.1038
Ir 0.414 0.390 -0.916 -0.0891 -1.0643 0.8650
C -1.493 0.007 -3.802 -0.2284 0.2012 -0.2522
C 1.328 5.249 4.097 -0.0508 0.1315 0.0517
C 6.027 -1.456 0.294 0.0462 -0.0840 -0.0297
H -4.073 1.946 -3.579 0.1409 -0.0523 0.0316
C 0.161 4.539 4.296 0.0876 -0.1691 0.0094
C 1.290 2.513 3.691 -0.0926 -0.0897 0.0468
C -1.350 1.707 1.427 0.1441 -0.9374 -0.1236
C 5.201 -1.750 1.363 0.0317 -0.0956 -0.0240
H -3.644 0.816 -6.362 0.0024 0.0188 -0.0423
C 4.395 0.111 -0.520 -0.1879 0.0266 0.1321
C -1.557 -1.891 2.704 0.2128 0.1641 0.1027
C -0.715 -2.775 0.495 0.6799 -0.2288 -1.0341
H 1.889 0.262 1.597 -0.0210 0.1989 -0.0864
S -2.058 2.848 2.551 -0.1504 0.2297 0.3969
C 2.458 3.226 3.488 0.1120 0.0907 -0.0431
O -1.598 0.047 -2.466 0.2609 -0.2587 0.4038
H -3.751 -1.726 -4.678 0.0071 -0.0007 -0.0431
H 4.079 0.833 -1.256 -0.0845 0.1033 -0.1127
H -5.011 -1.088 -5.745 0.0273 -0.0580 0.0934
H 2.428 1.501 0.617 0.0033 -0.0181 0.1861
H 3.386 5.154 3.508 0.0839 0.0604 -0.0050
H -0.290 -5.901 -1.799 0.0096 -0.0635 -0.1155
C 0.225 -3.863 -1.496 0.1553 0.4981 0.1045
O -0.622 -0.582 -4.369 0.0800 -0.0623 -0.0264
N -1.037 0.537 1.866 -0.2573 0.7836 1.3464
H -1.072 1.365 4.177 -0.0595 0.0282 0.0796

=====

(4)
65
Properties=species:S:1:pos:R:3:forces:R:3 method="wB97M-V/def2-TZVPD" largest_force_ev_per_a=1.55 s2=0.758 multiplicity=2 homo_ev="-2.132 / -3.302" mol_weight_g_mol=543.1 lumo_ev="2.58 / 2.58" energy_ha=-3447.3687 orbital_gap_ev="4.71 / 5.88" total_charge=-1
H -2.793 3.645 5.281 -0.0122 -0.0108 -0.0163
H 1.750 -2.387 -4.428 0.0139 -0.0060 -0.0174
C -1.572 2.546 -0.722 -0.0732 -0.0170 -0.0846
C -2.264 4.740 0.052 -0.0167 0.0292 -0.0061
C -1.106 -3.011 2.720 -0.1693 -0.0859 0.1892
H -0.915 -4.056 2.518 0.0170 0.0156 -0.0454
C 4.408 -2.646 -2.458 -0.0761 -0.0005 0.0085
H 2.489 -5.151 -1.424 0.0037 -0.0059 -0.0079
C 0.506 1.250 -0.579 0.2845 0.3447 -0.8500
C 2.648 -0.990 -2.425 -0.1341 -0.0123 0.1468
C -3.421 2.805 0.834 -0.0317 0.0237 -0.0088
H 1.463 1.609 -0.991 0.0085 -0.0589 -0.0155
C -0.125 2.365 -2.784 -0.1320 0.0413 0.0356
N 3.842 -3.562 -1.473 0.1608 -0.1249 0.0812
C -2.299 1.809 4.279 0.0403 -0.0970 -0.1050
N 1.905 -3.839 -2.939 -0.0971 -0.1476 -0.1155
C 3.125 -2.828 -0.426 -0.1474 0.1570 -0.1427
C -2.136 3.141 4.586 -0.1003 0.0909 0.1276
H 5.034 -1.917 -1.940 0.0186 -0.0072 -0.0204
C -1.909 -2.613 3.782 0.1649 -0.0076 -0.2144
H -2.368 0.621 -2.408 0.0103 -0.0368 -0.0628
F -3.375 1.181 4.848 0.0013 0.0084 0.0788
H 5.033 -3.228 -3.142 0.0005 0.0075 0.0053
C -1.424 3.932 -0.701 -0.0206 0.0520 0.0154
H -0.950 2.747 -3.397 0.0235 -0.0169 -0.0426
H 3.555 -5.096 -2.845 -0.0019 0.0044 0.0071
H 0.031 -2.287 1.049 0.0241 0.0247 -0.0553
H -4.188 2.347 1.449 0.0078 -0.0063 0.0028
Cu 0.179 0.771 1.192 0.3480 0.6058 -0.3693
C -1.097 3.803 3.955 0.0544 -0.1572 -0.1502
C -0.293 3.198 3.014 0.0177 0.0850 0.1096
H 0.526 3.201 -2.527 0.0136 -0.0053 -0.0069
H -3.950 4.817 1.386 0.0448 -0.0069 0.0539
C -0.428 1.836 2.731 -0.1570 0.1024 0.5854
H 0.460 1.668 -3.388 0.0233 -0.0041 0.0125
C -2.093 -1.263 4.006 -0.2006 0.0504 0.1287
H -2.708 0.930 0.129 0.0166 -0.0052 -0.0283
C -2.582 2.004 0.076 -0.0164 -0.0117 -0.0052
H -0.632 4.404 -1.268 -0.0008 -0.0409 -0.0285
H -1.512 -0.316 -1.157 -0.0227 0.0017 -0.0019
C 2.952 -4.490 -2.161 -0.0002 0.0902 -0.0236
H 2.739 -3.547 0.304 0.0375 0.0289 0.0317
C -0.632 1.644 -1.526 0.1581 -0.0655 0.0946
C -3.281 4.185 0.814 -0.0068 -0.0113 0.0177
H -0.797 -0.134 -2.758 0.0269 -0.0148 0.0208
C -1.482 -0.320 3.174 0.1912 -0.3305 -0.2612
C 0.954 -3.139 -2.069 0.1269 0.1957 0.0649
H -2.371 -3.347 4.430 -0.0008 0.0202 0.0374
H 0.453 3.795 2.502 -0.0012 0.0253 0.0310
H 3.835 -2.180 0.095 -0.0072 -0.0382 0.0483
F -0.886 5.104 4.291 -0.0634 0.0680 -0.0179
H 0.162 -2.712 -2.691 -0.0414 -0.0295 0.0387
C -0.570 -2.028 1.911 -0.0477 0.0576 -0.1524
H -2.694 -0.928 4.837 0.0359 0.0163 -0.0120
P 1.688 -1.761 -1.018 0.1981 -0.5011 -0.0528
H 3.126 -3.501 -4.584 -0.0046 0.0079 0.0021
H -2.123 5.815 0.043 0.0131 -0.0055 -0.0090
H 0.490 -3.868 -1.398 -0.0425 0.0068 -0.0391
H 3.329 -0.248 -2.003 -0.0333 0.0458 -0.0401
N 3.411 -1.935 -3.249 0.0419 0.0610 -0.0713
N -0.753 -0.720 2.099 -0.6029 -0.9991 1.0147
C -1.384 0.378 -1.990 -0.0359 0.0733 0.0611
H 1.936 -0.454 -3.058 0.0431 0.0652 0.0148
C -1.450 1.125 3.418 0.1177 0.4614 -0.0391
C 2.532 -2.914 -3.878 0.0098 -0.0001 0.0534